Entry 1:
ORCA calculation (wB97M-V/def2-TZVPD) on 12 unconnected molecules or ions with the total composition C7H34O12.

**Relative energy (zero: lowest compared OMol25 entry of this formula, charge and spin)**: 5.635 eV
**Kohn-Sham gap**: 0.30229 Ha
**SMILES**: CC/C(C)=C/C=C/O.O.O.O.O.O.O.O.O.O.O.O
**Net charge**: 0
**HOMO level**: -8.075 eV

Each line ends with the Löwdin charge.
CARTESIAN COORDINATES (ANGSTROEM)
1 C 1.17 3.59 -0.62  -0.085
2 C -0.24 2.96 -0.50  -0.167
3 C 0.01 1.58 0.28  -0.304
4 C 0.97 0.66 -0.30  -0.067
5 C -0.49 1.41 1.54  -0.114
6 C -0.39 0.32 2.42  -0.110
7 C -0.06 0.60 3.71  -0.144
8 O 0.28 -0.50 4.50  -0.026
9 H 1.91 3.27 0.12  0.069
10 H 1.04 4.68 -0.68  0.073
11 H 1.47 3.26 -1.61  0.069
12 H -0.74 2.74 -1.35  0.046
13 H -0.71 3.59 0.21  0.081
14 H 1.99 0.99 -0.08  0.060
15 H 0.92 0.61 -1.49  0.117
16 H 0.52 -0.38 -0.01  0.096
17 H -1.25 2.25 1.88  0.148
18 H -0.49 -0.59 1.93  0.084
19 H 0.18 1.53 4.09  0.091
20 H 1.18 -0.38 4.81  0.085
21 O -3.23 -1.84 -2.49  -0.092
22 H -2.65 -1.26 -3.06  0.037
23 H -3.86 -1.18 -2.10  0.044
24 O 2.17 -1.70 1.57  -0.033
25 H 2.00 -1.00 2.16  0.006
26 H 1.80 -2.56 1.78  0.061
27 O -1.22 -0.12 -2.93  -0.094
28 H -0.81 -0.94 -2.56  0.022
29 H -0.46 0.17 -3.47  0.074
30 O -4.45 0.22 -0.57  -0.018
31 H -3.97 0.24 0.24  0.028
32 H -4.25 1.04 -0.98  -0.014
33 O 4.25 0.35 1.39  -0.038
34 H 3.53 0.56 0.73  0.059
35 H 3.93 -0.53 1.50  0.017
36 O 0.60 -1.96 -2.83  -0.072
37 H 0.77 -2.51 -3.67  0.119
38 H 0.93 -2.52 -2.10  0.011
39 O -2.34 -2.25 0.07  -0.078
40 H -2.74 -1.83 -0.72  0.018
41 H -2.68 -3.10 0.34  0.054
42 O -3.17 1.74 -2.40  0.008
43 H -2.61 1.07 -2.42  -0.100
44 H -2.97 2.29 -1.62  0.065
45 O 2.51 -3.69 -1.07  0.028
46 H 2.54 -3.11 -0.39  -0.052
47 H 1.72 -4.04 -1.34  -0.018
48 O -0.02 -3.08 -0.11  -0.072
49 H -0.64 -3.56 0.38  0.002
50 H -0.37 -2.13 -0.19  0.061
51 O 2.49 1.48 2.90  -0.082
52 H 3.30 1.14 2.43  -0.009
53 H 2.64 2.42 2.67  0.055

***

Entry 2:
ORCA calculation (wB97M-V/def2-TZVPD) on a molecular structure, C53H44ClCuGeN3O2PS.

**Multiplicity**: 2
**Relative energy (zero: lowest compared OMol25 entry of this formula, charge and spin)**: 0.056 eV
**Kohn-Sham gap (spin up / spin down)**: 0.27238 / 0.18671 Ha
**⟨S²⟩**: 0.754
**Net charge**: +1
**HOMO level (spin up / spin down)**: -10.087 / -10.087 eV

Each line ends with the Löwdin charge.
CARTESIAN COORDINATES (ANGSTROEM)
1 Cu -0.22 -1.12 -1.57  0.484
2 Cl -0.47 -4.48 -0.71  0.737
3 C 1.22 -4.74 -0.50  -0.668
4 C 1.62 -5.88 0.18  -0.085
5 C 2.98 -6.05 0.60  -0.032
6 C 3.91 -5.15 0.13  -0.074
7 C 3.51 -4.03 -0.55  -0.089
8 C 2.15 -3.74 -0.84  -0.364
9 P 1.90 -2.15 -1.60  1.061
10 C 2.85 -0.82 -0.77  -0.337
11 C 2.75 0.47 -1.26  -0.135
12 C 3.31 1.53 -0.60  -0.064
13 C 4.03 1.34 0.58  -0.071
14 C 4.02 0.08 1.12  -0.079
15 C 3.49 -1.04 0.48  -0.048
16 C 2.64 -2.40 -3.17  -0.376
17 C 2.23 -3.53 -3.85  -0.107
18 C 2.72 -3.86 -5.10  -0.067
19 C 3.64 -3.03 -5.70  -0.075
20 C 4.11 -1.91 -5.03  -0.054
21 C 3.69 -1.63 -3.72  -0.042
22 H 0.89 -6.68 0.45  0.124
23 H 3.17 -6.93 1.22  0.121
24 H 4.95 -5.31 0.28  0.112
25 H 4.23 -3.25 -0.87  0.124
26 H 2.21 0.59 -2.21  0.107
27 H 3.27 2.53 -1.06  0.124
28 H 4.68 2.09 1.02  0.120
29 H 4.46 -0.01 2.14  0.127
30 H 3.43 -2.00 0.90  0.083
31 H 1.68 -4.25 -3.31  0.091
32 H 2.28 -4.70 -5.67  0.125
33 H 3.85 -3.18 -6.75  0.110
34 H 4.78 -1.16 -5.49  0.121
35 H 4.06 -0.75 -3.22  0.094
36 O -1.39 1.05 1.30  -0.045
37 C -0.87 -0.09 1.42  -0.603
38 O -0.47 -0.84 0.48  -0.114
39 C -0.73 -0.56 2.84  -0.178
40 C 0.13 0.36 3.70  -0.235
41 Ge -0.48 2.27 3.94  0.999
42 C -2.33 2.22 4.43  -0.255
43 C -2.78 2.18 5.82  -0.076
44 C -4.11 2.28 6.06  -0.113
45 C -5.02 2.26 5.02  -0.093
46 C -4.58 2.13 3.71  -0.096
47 C -3.24 2.05 3.39  -0.137
48 C -0.20 3.63 2.54  -0.289
49 C -1.21 4.42 2.04  -0.091
50 C -0.89 5.38 1.09  -0.096
51 C 0.40 5.48 0.61  -0.138
52 C 1.42 4.75 1.14  -0.080
53 C 1.10 3.76 2.14  -0.097
54 C 0.45 3.15 5.38  -0.310
55 C -0.03 4.41 5.84  -0.086
56 C 0.80 5.16 6.72  -0.091
57 C 2.02 4.65 7.15  -0.111
58 C 2.47 3.39 6.74  -0.080
59 C 1.65 2.62 5.84  -0.111
60 H -0.30 -1.57 2.76  0.111
61 H -1.72 -0.66 3.31  0.122
62 H 1.14 0.43 3.21  0.077
63 H 0.31 -0.04 4.70  0.073
64 H -1.99 2.25 6.56  0.094
65 H -4.45 2.47 7.08  0.110
66 H -6.09 2.42 5.20  0.104
67 H -5.34 2.19 2.91  0.108
68 H -3.01 2.01 2.34  0.079
69 H -2.25 4.28 2.36  0.102
70 H -1.69 5.84 0.49  0.107
71 H 0.54 6.24 -0.16  0.105
72 H 2.45 4.96 0.85  0.099
73 H 1.91 3.14 2.56  0.106
74 H -1.09 4.68 5.59  0.117
75 H 0.41 6.16 7.01  0.110
76 H 2.71 5.23 7.84  0.117
77 H 3.48 3.04 7.01  0.102
78 H 1.95 1.61 5.58  0.084
79 N -0.69 2.07 -1.18  0.166
80 C -0.71 1.66 -2.47  -0.576
81 N -0.56 0.37 -2.87  -0.026
82 C -0.49 0.20 -4.22  -0.309
83 C -0.20 -0.99 -4.91  -0.028
84 C -0.15 -0.92 -6.28  -0.069
85 C -0.37 0.30 -6.99  -0.038
86 C -0.51 1.53 -6.26  -0.067
87 C -0.61 1.44 -4.88  -0.478
88 S -0.96 2.79 -3.82  1.117
89 H -0.98 1.46 -0.37  0.082
90 H -0.79 3.04 -1.02  0.079
91 H -0.15 -1.85 -4.32  0.070
92 H 0.04 -1.78 -6.88  0.096
93 H -0.25 0.27 -8.05  0.092
94 H -0.65 2.44 -6.75  0.090
95 N -2.09 -1.88 -1.91  0.167
96 C -3.07 -2.52 -2.16  -0.068
97 C -4.16 -3.27 -2.64  -0.231
98 C -4.30 -3.17 -4.04  -0.009
99 C -5.37 -3.85 -4.64  -0.058
100 C -6.34 -4.50 -3.87  -0.049
101 C -6.26 -4.42 -2.47  -0.052
102 C -5.11 -3.89 -1.84  -0.005
103 H -3.58 -2.55 -4.60  0.128
104 H -5.50 -3.84 -5.72  0.113
105 H -7.20 -5.00 -4.33  0.121
106 H -7.08 -4.81 -1.84  0.119
107 H -5.02 -3.97 -0.76  0.127

***

Entry 3:
ORCA calculation (wB97M-V/def2-TZVPD) on 14 unconnected molecules or ions with the total composition C26H70Cl2N29O15.

**Kohn-Sham gap**: 0.23284 Ha
**Net charge**: +1
**HOMO level**: -10.685 eV

Each line ends with the Löwdin charge.
CARTESIAN COORDINATES (ANGSTROEM)
1 C -0.22 0.55 2.87  -0.096
2 N -1.44 0.21 2.09  -0.073
3 C -1.31 0.60 0.71  -0.234
4 O -2.05 -0.34 -0.11  0.034
5 C -2.60 0.30 -1.17  -0.410
6 O -3.79 0.33 -1.35  0.163
7 C -1.58 1.01 -2.06  -0.066
8 C -1.68 2.37 -2.28  0.043
9 C -0.72 2.96 -3.05  0.025
10 N 0.27 2.28 -3.60  0.065
11 C 1.34 2.97 -4.42  -0.153
12 N 1.16 4.38 -4.45  -0.095
13 C 0.71 4.94 -5.75  -0.068
14 C 0.37 0.94 -3.43  -0.199
15 C 1.47 0.14 -4.02  -0.636
16 Cl 3.06 0.41 -3.31  0.714
17 C 1.31 -0.76 -4.99  -0.697
18 C -0.04 -1.05 -5.62  -0.054
19 Cl 2.69 -1.65 -5.55  0.713
20 C -0.56 0.29 -2.66  0.081
21 H 0.47 -0.29 2.92  0.063
22 H -0.51 0.84 3.88  0.070
23 H 0.24 1.43 2.40  0.078
24 H -1.54 -0.80 2.13  0.115
25 H -1.72 1.61 0.56  0.135
26 H -0.24 0.65 0.41  0.131
27 H -2.45 2.98 -1.83  0.118
28 H -0.80 4.03 -3.20  0.151
29 H 2.28 2.77 -3.89  0.101
30 H 1.42 2.49 -5.40  0.145
31 H 1.95 4.87 -4.07  0.122
32 H 1.40 5.73 -6.06  0.089
33 H 0.62 4.16 -6.52  0.083
34 H -0.28 5.38 -5.61  0.080
35 H 0.05 -1.94 -6.25  0.067
36 H -0.77 -1.29 -4.85  0.083
37 H -0.33 -0.21 -6.26  0.100
38 H -0.50 -0.78 -2.52  0.163
39 C 0.47 -4.09 -9.30  -0.691
40 O -0.42 -4.56 -9.97  0.038
41 N 0.70 -4.46 -8.01  0.152
42 N 1.33 -3.14 -9.80  0.144
43 H 1.44 -4.08 -7.44  0.068
44 H 0.09 -5.15 -7.61  0.095
45 H 1.19 -2.85 -10.75  0.103
46 H 2.08 -2.74 -9.27  0.082
47 C 2.52 -1.07 4.98  -0.668
48 O 1.35 -0.72 4.85  -0.016
49 N 3.00 -2.21 4.41  0.161
50 N 3.42 -0.36 5.69  0.180
51 H 3.96 -2.51 4.50  0.043
52 H 2.36 -2.77 3.87  0.093
53 H 3.10 0.49 6.12  0.094
54 H 4.39 -0.63 5.80  0.069
55 C 1.60 3.28 5.91  -0.689
56 O 2.62 3.08 6.54  0.011
57 N 1.57 4.04 4.77  0.146
58 N 0.40 2.76 6.28  0.169
59 H 0.74 4.21 4.24  0.085
60 H 2.44 4.43 4.47  0.098
61 H 0.37 2.19 7.12  0.075
62 H -0.46 2.91 5.78  0.093
63 C 1.01 -7.87 -5.60  -0.700
64 O -0.08 -7.31 -5.57  0.002
65 N 1.75 -8.10 -4.48  0.164
66 N 1.59 -8.31 -6.76  0.154
67 H 2.64 -8.55 -4.48  0.096
68 H 1.36 -7.79 -3.60  0.103
69 H 1.07 -8.16 -7.61  0.103
70 H 2.48 -8.77 -6.80  0.093
71 C -6.09 3.25 -2.97  -0.665
72 O -6.11 3.94 -3.97  0.034
73 N -7.16 3.12 -2.14  0.170
74 N -4.97 2.55 -2.59  0.153
75 H -7.15 2.55 -1.31  0.100
76 H -7.99 3.61 -2.38  0.112
77 H -4.17 2.63 -3.18  0.085
78 H -4.92 1.98 -1.78  0.064
79 C 5.72 -2.92 6.95  -0.666
80 O 5.65 -2.18 5.97  -0.008
81 N 4.67 -3.12 7.79  0.171
82 N 6.85 -3.60 7.27  0.178
83 H 4.71 -3.72 8.60  0.107
84 H 3.82 -2.63 7.59  0.108
85 H 7.65 -3.47 6.66  0.116
86 H 6.93 -4.21 8.06  0.105
87 C 4.28 -6.30 4.59  -0.692
88 O 5.46 -6.56 4.42  0.022
89 N 3.86 -5.46 5.58  0.162
90 N 3.29 -6.81 3.80  0.148
91 H 2.90 -5.22 5.74  0.094
92 H 4.56 -5.06 6.18  0.065
93 H 3.57 -7.44 3.07  0.102
94 H 2.32 -6.61 3.93  0.090
95 C -1.20 -10.41 -3.49  -0.683
96 O -0.80 -9.49 -2.79  0.011
97 N -1.35 -10.30 -4.84  0.162
98 N -1.51 -11.64 -2.97  0.145
99 H -1.67 -11.05 -5.42  0.094
100 H -1.13 -9.41 -5.25  0.075
101 H -1.41 -11.75 -1.97  0.100
102 H -1.84 -12.41 -3.52  0.091
103 C 6.28 -2.08 1.91  -0.684
104 O 6.71 -0.95 2.07  0.029
105 N 6.03 -2.93 2.95  0.161
106 N 6.01 -2.59 0.67  0.139
107 H 5.68 -3.86 2.83  0.090
108 H 6.22 -2.60 3.88  0.068
109 H 6.18 -1.99 -0.12  0.093
110 H 5.66 -3.51 0.52  0.085
111 C -0.62 2.24 10.06  -0.679
112 O -0.14 1.44 9.27  0.017
113 N -0.28 3.56 10.06  0.155
114 N -1.52 1.87 11.01  0.150
115 H -0.66 4.23 10.70  0.093
116 H 0.39 3.86 9.37  0.100
117 H -1.79 0.90 11.04  0.103
118 H -1.93 2.50 11.67  0.093
119 C -3.60 6.25 -0.19  -0.679
120 O -3.13 7.37 -0.06  0.026
121 N -3.89 5.43 0.87  0.165
122 N -3.87 5.71 -1.42  0.159
123 H -4.27 4.51 0.77  0.090
124 H -3.71 5.78 1.80  0.077
125 H -3.67 6.27 -2.22  0.107
126 H -4.25 4.79 -1.55  0.052
127 C -2.66 7.31 4.44  -0.686
128 O -3.19 6.21 4.43  0.004
129 N -2.66 8.12 3.34  0.164
130 N -2.02 7.81 5.54  0.151
131 H -2.23 9.03 3.31  0.100
132 H -3.12 7.78 2.52  0.071
133 H -2.00 7.23 6.35  0.102
134 H -1.58 8.71 5.56  0.094
135 C -6.87 6.66 -6.33  -0.689
136 O -6.20 5.84 -6.93  0.018
137 N -7.31 7.82 -6.92  0.140
138 N -7.24 6.50 -5.02  0.149
139 H -7.86 8.51 -6.44  0.087
140 H -7.06 7.97 -7.88  0.099
141 H -6.93 5.66 -4.55  0.049
142 H -7.79 7.17 -4.52  0.088

***

Entry 4:
ORCA calculation (wB97M-V/def2-TZVPD) on a single C7H11NO molecule.

**Relative energy (zero: lowest compared OMol25 entry of this formula, charge and spin)**: 4.556 eV
**Kohn-Sham gap**: 0.36797 Ha
**SMILES**: C[C@]1(O)C=C[C@H]2NC[C@@H]21
**Net charge**: 0
**HOMO level**: -9.179 eV

Each line ends with the Löwdin charge.
CARTESIAN COORDINATES (ANGSTROEM)
1 C -1.84 1.05 -0.01  0.000
2 C -0.55 0.49 -0.74  -0.617
3 O -0.43 1.01 -1.97  0.038
4 C -0.94 -0.99 -0.90  -0.026
5 C -0.41 -1.81 0.06  0.008
6 C 0.37 -0.85 0.97  -0.286
7 N 1.82 -0.61 1.42  -0.002
8 C 1.68 0.78 1.05  -0.150
9 C 0.61 0.24 0.05  -0.293
10 H -1.87 0.83 1.08  0.078
11 H -2.76 0.61 -0.66  0.130
12 H -1.81 2.17 -0.12  0.085
13 H -0.49 1.97 -1.97  0.112
14 H -1.83 -1.26 -1.61  0.155
15 H -0.53 -2.88 0.25  0.102
16 H -0.33 -0.42 1.76  0.154
17 H 1.82 -0.69 2.50  0.129
18 H 2.55 1.19 0.58  0.095
19 H 1.29 1.52 1.78  0.115
20 H 1.18 -0.34 -0.71  0.174

***

Entry 5:
ORCA calculation (wB97M-V/def2-TZVPD) on 2 unconnected molecules or ions with the total composition C2H2NO2S2.

**Relative energy (zero: lowest compared OMol25 entry of this formula, charge and spin)**: 0.284 eV
**Kohn-Sham gap**: 0.22531 Ha
**Net charge**: -1
**HOMO level**: -2.859 eV

Each line ends with the Löwdin charge.
CARTESIAN COORDINATES (ANGSTROEM)
1 C 0.76 -0.56 0.52  -1.228
2 C -2.03 0.60 -0.30  -0.957
3 N 1.71 0.13 -0.13  0.028
4 O -1.55 1.60 -0.54  0.089
5 O 0.31 -0.19 1.57  -0.129
6 S -2.75 -0.72 -0.05  0.760
7 S 0.24 -2.09 -0.15  0.267
8 H 1.76 1.05 0.26  0.064
9 H 1.55 0.17 -1.19  0.105

***

Entry 6:
ORCA calculation (wB97M-V/def2-TZVPD) on a single C4H9NO2 molecule.

**Relative energy (zero: lowest compared OMol25 entry of this formula, charge and spin)**: 3.920 eV
**Kohn-Sham gap**: 0.28581 Ha
**Net charge**: 0
**HOMO level**: -6.947 eV

Each line ends with the Löwdin charge.
CARTESIAN COORDINATES (ANGSTROEM)
1 C -2.15 0.08 -0.40  -0.162
2 C -0.74 0.47 0.06  -0.275
3 C -0.25 -0.25 1.28  -0.193
4 O 1.20 -0.31 1.09  -0.010
5 C 1.45 -0.21 -0.21  -0.524
6 O 1.06 -1.09 -1.15  0.078
7 N 2.58 0.42 -0.51  0.232
8 H -2.96 0.39 0.28  0.065
9 H -2.38 0.52 -1.38  0.061
10 H -2.25 -1.01 -0.51  0.063
11 H 0.09 -0.83 -1.09  0.100
12 H -0.67 1.55 0.18  0.080
13 H -0.35 0.23 2.27  0.111
14 H -0.64 -1.27 1.35  0.117
15 H 2.94 0.36 -1.45  0.129
16 H 3.07 0.95 0.19  0.130